Below is a cluster of 13 separate species, C97H215N13O13 in total at a distorted geometry, with properties calculated with the ωB97M-V functional and the def2-TZVPD basis.

Output
- energy relative to the best compared isomer or geometry (same formula, charge and spin) (kcal per mole) = 228.8
- Kohn-Sham gap (eV) = 8.249
- charge = 0
- max |F| (eV/Å) = 4.235
- E_HOMO (eV) = -7.864

Geometry as XYZ:
```
338
Properties=species:S:1:pos:R:3:mulliken_charge:R:1
C -1.194 1.350 -0.222 0.273
C 0.054 1.032 -1.007 1.091
C 1.204 0.455 -0.091 -1.561
O 0.763 -0.733 0.533 1.464
C 2.000 -1.371 0.989 -1.306
N -0.245 0.190 -2.148 0.545
H -1.600 0.400 0.126 -0.984
H -2.057 1.708 -0.784 -0.359
H -0.996 1.987 0.640 0.235
H 0.498 1.926 -1.445 0.288
H 1.323 1.221 0.676 -0.194
H 1.981 0.351 -0.848 0.350
H 1.713 -2.379 1.287 0.540
H 2.452 -0.907 1.865 0.271
H 2.682 -1.561 0.160 -0.125
H -0.511 -0.714 -1.785 -0.577
H 0.645 0.088 -2.616 -0.170
C 6.991 -3.994 0.198 -1.693
C 5.464 -3.850 0.541 1.321
C 4.933 -4.653 1.746 -1.260
O 3.479 -4.424 2.053 0.240
C 3.203 -5.190 3.213 -0.285
N 5.028 -2.461 0.636 -0.002
H 7.298 -5.030 0.059 0.425
H 7.728 -3.590 0.893 0.386
H 7.088 -3.541 -0.788 0.360
H 5.077 -4.365 -0.338 -0.131
H 5.507 -4.487 2.658 0.287
H 5.181 -5.692 1.529 0.544
H 2.137 -5.152 3.437 -0.227
H 3.508 -4.799 4.184 0.260
H 3.507 -6.237 3.193 0.400
H 5.703 -2.008 1.235 0.356
H 4.189 -2.514 1.196 -0.300
C 8.865 -0.490 6.774 -1.398
C 8.241 0.402 5.704 0.095
C 7.413 -0.463 4.684 -0.660
O 6.193 -1.200 5.040 -0.422
C 5.655 -2.090 4.045 -0.535
N 7.295 1.280 6.288 -0.730
H 9.231 0.008 7.671 0.398
H 9.595 -1.174 6.342 0.356
H 8.034 -1.066 7.180 0.246
H 8.949 1.027 5.160 0.497
H 8.233 -1.087 4.329 0.569
H 7.167 0.288 3.933 0.273
H 6.425 -2.861 4.066 0.555
H 5.492 -1.634 3.069 -0.061
H 4.741 -2.536 4.438 0.069
H 6.563 0.634 6.548 0.302
H 6.908 1.757 5.486 0.293
C -4.078 -0.626 8.291 -1.831
C -3.400 0.748 8.318 2.161
C -4.313 1.873 7.630 -0.855
O -4.421 1.729 6.163 -0.259
C -4.327 2.894 5.301 -0.790
N -2.848 1.222 9.560 -0.708
H -5.120 -0.472 8.572 0.483
H -3.798 -1.315 9.088 0.534
H -4.205 -1.072 7.305 0.377
H -2.505 0.631 7.708 -1.101
H -3.758 2.779 7.874 0.422
H -5.300 1.737 8.072 0.292
H -4.261 2.546 4.271 0.234
H -3.408 3.444 5.503 0.283
H -5.133 3.624 5.380 0.380
H -2.999 2.209 9.716 0.251
H -3.410 0.753 10.256 0.273
C 0.682 4.903 1.622 -2.212
C -0.459 5.833 1.178 2.075
C -1.780 5.126 1.692 0.112
C -3.007 6.020 1.721 -0.588
C -2.742 7.434 2.375 -1.823
C -1.464 8.137 1.867 1.555
N -0.367 7.212 1.740 0.867
O 0.858 7.714 1.511 -0.542
C -1.899 8.922 0.594 -1.706
C -1.107 9.185 2.909 -1.896
C -0.604 5.828 -0.401 -1.732
H 0.683 4.710 2.695 0.998
H 1.650 5.392 1.511 0.714
H 0.915 3.996 1.064 -0.237
H -1.996 4.295 1.021 -0.833
H -1.683 4.751 2.711 0.330
H -3.731 5.473 2.325 0.541
H -3.436 6.197 0.735 0.051
H -2.849 7.378 3.459 0.462
H -3.665 7.967 2.147 0.436
H -2.680 9.645 0.832 0.469
H -0.948 9.334 0.259 0.405
H -2.269 8.339 -0.249 0.326
H -0.299 9.814 2.537 0.414
H -2.003 9.805 2.951 0.418
H -0.986 8.699 3.877 0.434
H -0.767 4.842 -0.836 0.131
H 0.218 6.333 -0.908 0.339
H -1.554 6.246 -0.733 0.295
H 1.403 7.475 2.264 0.332
C 3.274 -2.008 -6.297 -1.651
C 3.982 -3.080 -5.508 1.981
C 5.019 -2.448 -4.496 -1.882
C 4.456 -1.812 -3.226 0.574
C 3.732 -2.977 -2.492 -1.107
C 2.545 -3.521 -3.337 2.799
N 3.053 -3.923 -4.684 0.316
O 1.974 -4.337 -5.356 -0.481
C 2.060 -4.717 -2.476 -2.446
C 1.607 -2.305 -3.247 -1.271
C 4.742 -4.048 -6.420 -2.045
H 4.043 -1.384 -6.754 0.435
H 2.589 -1.400 -5.705 0.132
H 2.769 -2.416 -7.172 0.348
H 5.748 -3.149 -4.089 0.505
H 5.559 -1.605 -4.926 0.564
H 3.808 -0.945 -3.355 -0.486
H 5.341 -1.634 -2.615 0.282
H 3.373 -2.678 -1.507 -0.812
H 4.411 -3.800 -2.268 0.606
H 1.245 -5.232 -2.986 0.674
H 2.823 -5.494 -2.500 0.600
H 1.807 -4.415 -1.460 0.080
H 1.912 -1.326 -3.618 -0.172
H 0.755 -2.554 -3.879 0.785
H 1.134 -2.148 -2.277 0.010
H 4.078 -4.429 -7.195 0.425
H 5.094 -4.895 -5.830 0.425
H 5.559 -3.477 -6.861 0.387
H 2.263 -5.224 -5.582 0.403
C 0.384 -2.223 4.681 -1.045
C -1.052 -2.291 4.989 1.874
C -1.797 -1.204 4.034 -0.536
C -2.204 -1.700 2.600 0.409
C -2.796 -3.099 2.693 -2.622
C -1.991 -4.159 3.505 3.176
N -1.604 -3.680 4.830 0.630
O -1.016 -4.633 5.635 -0.473
C -2.978 -5.318 3.461 -2.362
C -0.678 -4.604 2.778 -0.949
C -1.282 -1.856 6.440 -1.726
H 0.520 -2.244 3.600 0.130
H 0.999 -2.986 5.157 0.545
H 0.814 -1.332 5.139 -0.281
H -2.739 -0.964 4.526 0.725
H -1.286 -0.248 3.926 -0.624
H -1.556 -1.604 1.729 -0.811
H -3.003 -1.034 2.275 0.721
H -2.872 -3.565 1.711 0.372
H -3.867 -3.023 2.881 0.632
H -3.838 -5.142 4.106 0.429
H -3.416 -5.451 2.472 0.171
H -2.533 -6.241 3.834 0.526
H -0.249 -4.001 1.977 0.021
H 0.062 -4.840 3.542 0.238
H -0.828 -5.546 2.250 -0.399
H -1.091 -0.790 6.563 -0.071
H -0.698 -2.438 7.153 0.406
H -2.297 -2.044 6.790 0.361
H -1.778 -4.886 6.162 0.360
C -3.885 -4.060 -2.001 -2.276
C -4.006 -2.570 -2.257 2.451
C -3.201 -2.237 -3.583 -0.942
C -4.088 -2.627 -4.760 -0.969
C -5.430 -1.845 -4.648 -0.402
C -6.239 -2.228 -3.384 1.684
N -5.331 -2.084 -2.208 1.009
O -6.026 -2.400 -0.982 -0.542
C -7.462 -1.449 -3.217 -2.076
C -6.747 -3.661 -3.633 -1.978
C -3.237 -1.950 -1.074 -1.881
H -2.832 -4.280 -1.825 0.360
H -4.199 -4.628 -2.876 0.244
H -4.549 -4.407 -1.209 0.553
H -2.886 -1.203 -3.727 0.323
H -2.289 -2.833 -3.550 0.332
H -4.221 -3.708 -4.803 0.466
H -3.568 -2.294 -5.659 0.399
H -5.999 -1.711 -5.569 0.500
H -5.297 -0.782 -4.445 -0.381
H -8.148 -1.809 -2.450 0.489
H -7.028 -0.526 -2.833 0.443
H -7.936 -1.053 -4.116 0.336
H -7.330 -4.080 -2.814 0.343
H -7.410 -3.761 -4.492 0.394
H -5.942 -4.355 -3.877 0.315
H -2.159 -1.975 -1.236 0.288
H -3.596 -2.255 -0.091 0.618
H -3.440 -0.886 -0.952 -0.378
H -6.829 -1.881 -1.065 0.369
C -4.644 1.658 -3.150 -1.279
C -4.766 3.144 -2.851 1.945
C -5.791 3.785 -3.891 -1.329
C -7.315 3.719 -3.442 -0.802
C -7.513 4.180 -1.907 -1.233
C -6.605 3.536 -0.900 1.604
N -5.190 3.498 -1.469 0.072
O -4.213 3.240 -0.461 0.414
C -6.833 4.265 0.422 -2.081
C -6.975 2.040 -0.645 -1.678
C -3.425 3.913 -3.139 -1.645
H -5.568 1.167 -3.454 0.146
H -4.310 1.004 -2.345 -0.311
H -4.035 1.501 -4.041 0.390
H -5.645 4.826 -4.180 0.569
H -5.767 3.201 -4.811 0.395
H -7.536 2.656 -3.535 0.096
H -8.126 4.149 -4.030 0.475
H -8.498 3.792 -1.650 0.523
H -7.369 5.257 -1.999 0.344
H -6.319 5.224 0.490 0.384
H -7.878 4.504 0.616 0.402
H -6.358 3.625 1.166 0.447
H -6.131 1.635 -0.087 0.317
H -7.836 2.031 0.023 0.563
H -7.145 1.482 -1.566 -0.001
H -3.111 3.553 -4.119 0.391
H -2.666 3.695 -2.388 -0.115
H -3.417 5.002 -3.095 0.568
H -4.269 2.325 -0.176 0.027
C -2.146 -8.871 -2.539 -1.575
C -1.313 -9.340 -1.334 1.914
C -0.245 -8.113 -1.036 -1.467
C -1.040 -6.943 -0.419 0.199
C -1.724 -7.398 0.857 -0.014
C -2.783 -8.543 0.708 1.396
N -2.221 -9.602 -0.135 0.314
O -3.218 -10.560 -0.304 -0.504
C -2.764 -9.185 2.151 -1.793
C -4.162 -7.939 0.172 -1.380
C -0.469 -10.555 -1.718 -1.874
H -2.708 -7.943 -2.436 0.055
H -2.987 -9.548 -2.687 0.417
H -1.635 -8.960 -3.497 0.450
H 0.780 -8.317 -0.727 0.282
H 0.124 -7.611 -1.930 0.424
H -1.813 -6.497 -1.045 -0.630
H -0.325 -6.177 -0.120 0.398
H -2.330 -6.563 1.209 -0.908
H -0.891 -7.552 1.544 0.538
H -2.888 -8.529 3.012 0.250
H -3.324 -10.114 2.259 0.419
H -1.760 -9.529 2.400 0.484
H -4.021 -7.387 -0.757 0.194
H -4.963 -8.677 0.127 0.397
H -4.390 -7.227 0.966 0.392
H 0.031 -10.460 -2.681 0.420
H -1.000 -11.472 -1.970 0.416
H 0.388 -10.841 -1.108 0.377
H -2.869 -11.280 0.226 0.373
C 5.665 5.480 -0.324 -2.015
C 4.773 4.839 -1.465 2.058
C 5.014 5.696 -2.671 -1.579
C 4.389 5.092 -3.940 0.320
C 5.130 3.805 -4.226 -1.523
C 4.978 2.771 -3.057 1.619
N 5.198 3.396 -1.700 -0.033
O 5.010 2.517 -0.586 -0.168
C 3.482 2.176 -3.081 -0.188
C 6.009 1.662 -3.293 -1.925
C 3.307 4.904 -0.945 -1.276
H 6.657 5.668 -0.733 0.505
H 6.015 4.726 0.381 0.309
H 5.302 6.369 0.193 0.291
H 4.629 6.716 -2.681 0.444
H 6.064 5.824 -2.935 0.407
H 4.436 5.836 -4.736 0.398
H 3.355 4.754 -3.882 -0.267
H 6.212 3.880 -4.334 0.450
H 4.741 3.374 -5.149 0.349
H 3.293 1.441 -2.298 -0.291
H 2.694 2.929 -3.079 -0.601
H 3.356 1.665 -4.036 0.685
H 5.848 0.786 -2.664 0.323
H 5.757 1.346 -4.305 0.378
H 7.033 2.034 -3.269 0.492
H 2.823 5.850 -1.186 0.389
H 3.278 4.655 0.116 0.192
H 2.669 4.209 -1.491 -0.040
H 5.956 2.451 -0.442 0.327
C 2.930 2.996 -8.786 -1.641
C 1.355 3.129 -8.480 0.972
C 0.860 1.642 -8.475 -0.965
C -0.514 1.515 -7.767 -1.144
C -0.568 2.136 -6.479 -0.643
C -0.011 3.606 -6.345 2.275
N 1.271 3.708 -7.145 1.056
O 1.927 4.992 -7.099 -0.545
C -1.056 4.592 -6.853 -1.839
C 0.286 3.892 -4.883 -1.190
C 0.741 3.937 -9.617 -1.825
H 3.057 2.426 -9.707 0.420
H 3.361 2.418 -7.969 0.323
H 3.545 3.887 -8.656 0.352
H 0.741 1.406 -9.533 0.553
H 1.524 1.017 -7.878 0.205
H -0.859 0.489 -7.638 0.551
H -1.261 1.974 -8.415 0.275
H -0.102 1.405 -5.819 0.201
H -1.586 2.171 -6.090 -0.040
H -1.669 4.826 -5.982 0.356
H -0.684 5.456 -7.404 0.343
H -1.727 4.156 -7.592 0.346
H 0.867 3.072 -4.461 -0.013
H 0.777 4.831 -4.628 0.570
H -0.646 3.886 -4.318 -0.384
H -0.325 3.948 -9.846 0.250
H 1.294 3.667 -10.517 0.512
H 1.064 4.960 -9.423 0.397
H 2.564 4.878 -6.391 0.287
C 1.453 3.054 7.785 -2.030
C 1.216 1.724 7.151 1.716
C -0.114 1.887 6.177 0.333
C 0.148 2.642 4.758 -1.623
C 1.396 2.026 4.077 -0.100
C 2.695 1.926 4.933 2.781
N 2.407 1.378 6.297 0.205
O 3.566 1.351 7.102 -0.419
C 3.667 0.892 4.290 -2.128
C 3.206 3.417 4.960 -1.938
C 0.960 0.653 8.229 -1.576
H 0.625 3.403 8.402 0.438
H 1.629 3.803 7.013 0.258
H 2.305 3.037 8.464 0.632
H -0.315 0.897 5.769 -1.376
H -0.978 2.386 6.617 0.802
H 0.286 3.721 4.695 0.639
H -0.728 2.426 4.147 0.597
H 1.704 2.515 3.153 0.419
H 1.151 0.966 4.009 -0.852
H 4.611 0.850 4.833 0.296
H 3.181 -0.081 4.354 0.003
H 3.986 1.084 3.265 0.617
H 2.373 4.118 5.019 0.283
H 3.918 3.643 5.754 0.217
H 3.698 3.647 4.015 0.546
H 1.157 -0.334 7.811 0.230
H -0.059 0.711 8.612 0.112
H 1.699 0.817 9.014 0.429
H 3.505 2.206 7.534 0.393
```